Below is a structure of composition C3H6O3, with properties calculated with ωB97M-V with the def2-TZVPD basis set.

```
12
Properties=species:S:1:pos:R:3:forces:R:3
C 1.223578 0.477620 -0.643420 1.84 -0.69 -0.71
C -1.212120 0.696551 0.183740 3.14 -0.74 0.23
C 0.271494 -0.543600 -0.108603 -4.71 0.85 1.65
O 2.040335 0.980440 0.118491 -1.37 -0.27 -1.05
O -0.157285 -1.608838 -0.842566 -0.13 -0.68 -0.99
O 0.543547 -0.974000 1.161299 -0.30 -1.50 -0.82
H 1.219894 0.681492 -1.777651 -0.27 -0.03 1.47
H -0.690969 1.550268 -0.335033 -1.41 -0.18 1.03
H -2.212911 0.473605 -0.244707 0.95 -0.16 0.25
H -1.132657 0.687430 1.337117 -0.43 0.44 -2.11
H -0.889260 -2.142726 -0.423003 1.33 1.37 -0.23
H 0.996352 -0.278244 1.574331 1.37 1.58 1.27
```
Forces are in eV/Å.

Values from the calculation:
E_LUMO in eV: 0.37
Orbital gap in eV: 9.52
Total charge: 0
HOMO in Ha: -0.3365

=====

Below is the molecule C22H33N3O5S, with properties calculated with ωB97M-V with the def2-TZVPD basis set.

```
64
Properties=species:S:1:pos:R:3:forces:R:3
C -4.197061 4.408891 4.406070 0.04 -0.01 -0.04
C -4.125265 3.693594 3.091993 -0.02 -0.11 -0.17
C -5.197985 2.930511 2.667345 0.22 0.05 -0.11
C -5.195395 2.275540 1.446714 0.18 0.07 -0.01
C -6.392888 1.471939 1.037356 0.04 0.05 -0.03
C -4.071816 2.374704 0.620064 -0.33 -0.12 -0.02
C -4.104300 1.702522 -0.717094 -0.17 -0.09 -0.16
C -2.966822 3.099503 1.073535 0.38 -0.07 -0.21
S -1.508201 3.029837 0.003937 0.19 -0.51 -0.12
O -0.330452 3.600894 0.608344 -0.21 -0.07 0.17
O -1.818593 3.517591 -1.309943 -0.14 0.01 -0.07
N -1.324302 1.350892 -0.116713 -0.39 1.13 0.14
C -0.908441 0.725341 1.121238 0.33 -0.07 0.53
C 0.605530 0.818242 1.341425 -0.11 -0.11 0.40
N 1.296068 0.306785 0.173232 -0.12 0.28 0.19
C 1.941509 -0.880620 0.246100 0.23 0.02 -0.30
O 2.033598 -1.492558 1.296790 0.04 -0.27 0.21
C 2.567627 -1.391372 -1.040036 0.12 -0.39 0.20
C 3.375395 -2.659731 -0.777072 -0.30 0.27 -0.20
C 3.687715 -3.377436 -2.077699 0.13 0.11 0.33
O 3.248065 -3.001179 -3.149284 -0.24 0.21 -0.25
N 4.502730 -4.456610 -1.990482 0.21 -0.27 -0.18
C 4.979424 -5.104090 -0.789455 -0.12 -0.35 0.20
C 4.382296 -6.517519 -0.714614 0.13 0.26 0.24
O 4.696694 -7.267646 -1.863136 0.09 -0.12 0.02
C 4.215710 -6.636665 -3.030717 0.09 0.27 -0.24
C 4.802981 -5.231109 -3.180195 -0.20 -0.23 -0.23
C 0.948723 1.038508 -1.024011 -0.19 -0.05 -0.32
C -0.562051 0.912719 -1.266739 0.33 0.23 -0.51
C -2.978464 3.781878 2.289491 0.05 0.10 0.18
C -1.848935 4.626180 2.791664 0.16 0.09 -0.02
H -4.085709 5.483192 4.266592 0.02 0.10 0.08
H -3.401464 4.078193 5.072321 0.04 0.04 0.11
H -5.152112 4.221362 4.889474 -0.04 0.01 0.05
H -6.069272 2.852154 3.302502 -0.10 -0.01 0.08
H -6.101766 0.466027 0.741715 -0.07 -0.10 -0.06
H -6.900315 1.937694 0.192936 -0.08 -0.05 -0.08
H -7.099996 1.401835 1.859811 -0.06 -0.03 0.03
H -3.854447 0.647178 -0.616651 -0.03 -0.12 -0.05
H -5.100829 1.776140 -1.145788 -0.07 -0.01 -0.04
H -3.400579 2.160575 -1.399567 -0.20 -0.16 -0.15
H -1.442450 1.219318 1.934550 0.01 -0.19 0.14
H -1.211234 -0.326821 1.083227 -0.02 0.07 0.04
H 0.906365 0.218566 2.201536 -0.06 0.13 -0.09
H 0.886533 1.864333 1.489591 0.02 -0.17 0.04
H 3.213607 -0.626558 -1.473220 -0.12 0.03 -0.10
H 1.784736 -1.620775 -1.766710 0.07 0.13 -0.04
H 4.299620 -2.405864 -0.255949 -0.03 -0.12 0.09
H 2.791346 -3.314221 -0.125311 0.15 0.01 0.04
H 4.709968 -4.542118 0.100831 0.03 0.02 -0.01
H 6.071988 -5.183752 -0.847898 -0.07 0.02 0.09
H 4.796989 -7.066199 0.132377 -0.06 0.07 0.01
H 3.289340 -6.442723 -0.601192 0.07 0.00 0.02
H 4.513387 -7.272557 -3.865327 -0.07 0.06 0.00
H 3.117653 -6.570435 -2.995291 0.07 0.00 -0.03
H 4.368140 -4.717527 -4.038016 0.10 -0.09 0.06
H 5.890247 -5.296850 -3.296374 -0.05 -0.01 -0.03
H 1.499542 0.673888 -1.887651 0.01 0.03 0.03
H 1.187580 2.095595 -0.862622 0.08 -0.11 -0.12
H -0.865903 1.536707 -2.107363 0.06 -0.19 -0.13
H -0.824826 -0.131064 -1.470840 -0.01 0.06 0.01
H -2.193861 5.650059 2.932301 -0.02 0.08 0.08
H -1.508116 4.258142 3.759167 0.05 0.03 0.09
H -1.012359 4.632239 2.107287 -0.03 0.15 0.22
```
Forces are in eV/Å.

Values from the calculation:
E_LUMO in eV: 0.66
Orbital gap in eV: 9.47
Total charge: 0
SMILES: Cc1cc(C)c(C)c(S(=O)(=O)N2CCN(C(=O)CCC(=O)N3CCOCC3)CC2)c1C
HOMO in Ha: -0.3237

=====

Below is the molecule C2H3N3O, with properties calculated with ωB97M-V with the def2-TZVPD basis set.

```
9
Properties=species:S:1:pos:R:3:forces:R:3
O -0.726023 1.134999 -1.504555 0.26 0.22 -0.38
C 0.246202 -0.988382 -0.979597 -0.17 -0.05 0.41
N 0.539991 -1.561274 0.187594 0.03 0.03 -0.13
N 0.412271 -0.607938 1.163391 0.06 0.14 0.12
C 0.045550 0.564568 0.668330 -0.05 -0.27 -0.09
N -0.063156 0.322282 -0.632288 -0.22 -0.27 0.29
H -0.838928 0.503793 -2.244881 0.02 0.29 0.01
H 0.445550 -0.864136 2.137965 0.29 0.09 -0.09
H -0.061457 1.496087 1.204041 -0.22 -0.17 -0.14
```
Forces are in eV/Å.

Values from the calculation:
E_LUMO in eV: 0.66
Orbital gap in eV: 9.57
Total charge: 0
HOMO in Ha: -0.3274

=====

Below is the molecule C32H32N2O5, with properties calculated with ωB97M-V with the def2-TZVPD basis set.

```
71
Properties=species:S:1:pos:R:3:forces:R:3
C 4.970378 -0.671319 3.406134 -0.14 0.10 -0.43
C 4.516666 -0.972965 1.975770 0.29 -0.30 0.14
C 3.901017 -2.368400 1.871814 0.08 0.42 -0.10
O 3.679356 0.045329 1.447516 -0.15 0.31 0.09
C 2.379867 0.180084 1.994639 -0.09 0.14 0.08
C 2.044247 1.667073 2.123186 0.27 -0.30 -0.31
C 2.213275 2.394763 0.784816 0.36 0.07 0.75
N 1.195122 1.997138 -0.167107 0.07 -0.04 -0.37
C -0.066731 2.427533 0.054043 -0.82 0.01 -0.30
C -1.152189 1.962498 -0.620079 0.85 0.19 0.19
C -2.477483 2.469602 -0.249982 -0.02 0.42 0.11
O -2.634067 3.396967 0.518691 -0.02 -0.13 -0.20
C -3.687238 1.835188 -0.948936 -0.36 0.19 -0.18
C -4.510964 2.940831 -1.610583 0.02 -0.28 0.28
O -4.534989 1.234174 0.057133 -0.32 0.45 -0.49
C -3.925416 0.618023 1.048488 0.01 -0.28 0.75
O -2.725151 0.626665 1.212373 -0.14 -0.26 0.03
C -4.906278 -0.118610 1.929630 0.14 -0.05 -0.01
C -4.516210 -1.606551 1.950964 -0.01 0.13 -0.08
C -4.322269 -2.108513 0.544721 0.02 -0.17 0.13
C -3.045386 -2.303919 0.037039 0.01 -0.02 0.04
C -2.863955 -2.712686 -1.272209 0.03 -0.09 -0.08
C -3.957863 -2.923036 -2.092055 0.07 -0.07 -0.06
C -5.234453 -2.727753 -1.595361 -0.09 -0.03 0.00
C -5.414582 -2.325669 -0.285102 0.01 -0.03 -0.02
C -3.414382 0.728747 -2.000648 -0.12 0.02 0.17
O -4.373759 0.207759 -2.546915 0.06 0.20 0.08
C -2.059309 0.379964 -2.267307 0.45 -0.09 -0.17
C -0.997553 0.930809 -1.608930 -0.49 0.03 0.03
C 0.357249 0.530455 -1.838069 0.30 0.07 0.13
C 1.404486 1.046085 -1.142356 -0.49 -0.28 -0.38
C 2.774093 0.604998 -1.461131 0.35 -0.12 -0.14
C 3.071690 -0.755708 -1.457849 -0.09 0.18 -0.01
C 4.341926 -1.198580 -1.760292 0.16 0.09 -0.10
C 5.336254 -0.275839 -2.085028 -0.87 0.26 0.20
C 6.646812 -0.722572 -2.371162 0.50 -0.17 -0.12
N 7.710518 -1.086248 -2.595037 0.35 -0.12 -0.07
C 5.037588 1.086016 -2.128708 0.07 -0.10 0.02
C 3.764482 1.518381 -1.820416 -0.13 -0.11 -0.03
H 5.752556 -1.367546 3.694035 0.08 -0.09 0.08
H 4.148503 -0.769260 4.111843 -0.07 -0.03 0.11
H 5.363066 0.340843 3.464550 0.07 0.08 0.04
H 5.390285 -0.920732 1.313570 -0.08 -0.08 0.14
H 4.648449 -3.113981 2.127639 0.05 -0.12 0.04
H 3.557284 -2.551687 0.857316 -0.04 -0.08 -0.10
H 3.058659 -2.477441 2.551054 -0.09 -0.05 0.08
H 2.308974 -0.284759 2.981350 -0.04 -0.03 -0.04
H 1.651046 -0.311553 1.333895 0.02 -0.04 0.10
H 1.021233 1.770077 2.487623 -0.04 0.06 0.06
H 2.724208 2.122976 2.843875 -0.01 0.02 0.07
H 3.201180 2.151966 0.397059 -0.16 0.18 0.03
H 2.138348 3.474511 0.939813 0.05 -0.08 -0.11
H -0.203453 3.179692 0.817577 0.03 0.03 0.09
H -5.409049 2.497117 -2.031872 0.01 -0.04 -0.08
H -4.776799 3.689539 -0.868562 0.06 0.04 0.03
H -3.928966 3.404758 -2.403670 0.03 0.05 -0.08
H -4.863934 0.296331 2.937991 -0.02 0.07 -0.04
H -5.905713 0.017788 1.518893 0.01 -0.01 0.08
H -5.301586 -2.172039 2.456779 0.07 0.01 0.04
H -3.586236 -1.719258 2.510472 -0.06 -0.04 0.02
H -2.187904 -2.120317 0.669420 0.06 0.03 0.07
H -1.863034 -2.861012 -1.652699 0.07 -0.01 -0.04
H -3.817610 -3.229325 -3.117829 0.01 -0.01 -0.09
H -6.091302 -2.880198 -2.233888 -0.08 0.00 -0.06
H -6.413683 -2.172519 0.098098 -0.13 0.02 0.04
H -1.901456 -0.389750 -3.007439 0.04 -0.08 -0.09
H 0.549521 -0.203760 -2.605363 0.11 -0.03 -0.07
H 2.298885 -1.463836 -1.198724 -0.07 -0.06 0.07
H 4.577951 -2.252441 -1.744092 0.01 -0.06 0.01
H 5.806140 1.793413 -2.402673 0.04 0.03 -0.03
H 3.529660 2.571662 -1.877731 -0.02 0.08 0.03
```
Forces are in eV/Å.

Values from the calculation:
E_LUMO in eV: -0.50
Orbital gap in eV: 7.10
Total charge: 0
SMILES: CC(C)OCCCN1C=C2C(=O)[C@](C)(OC(=O)CCc3ccccc3)C(=O)C=C2C=C1c1ccc(C#N)cc1
HOMO in Ha: -0.2793

=====

Below is the molecule C5H7N, with properties calculated with ωB97M-V with the def2-TZVPD basis set.

```
13
Properties=species:S:1:pos:R:3:forces:R:3
C 2.553477 0.066467 -0.029276 -0.99 0.80 -1.75
C 1.145494 0.010918 0.581917 2.84 -1.49 1.56
C 0.088396 0.188892 -0.199639 -2.25 -0.30 1.33
N -0.293343 0.654304 -1.438324 -2.67 -1.55 2.33
C -1.283762 -0.002449 -0.065659 3.75 2.53 -4.11
C -2.687527 -0.201395 -0.031016 -1.37 0.69 4.39
H 2.605746 1.077786 -0.550279 0.62 -0.96 0.95
H 2.837485 -0.640352 -0.891116 -0.98 0.52 1.30
H 3.258342 -0.113361 0.753126 0.75 0.45 0.29
H 1.073352 -0.304642 1.687543 -0.25 0.48 -2.11
H -2.872743 -1.161037 0.531429 -0.08 0.89 -0.41
H -3.150475 -0.243231 -0.941684 -0.98 -0.11 -2.48
H -3.274445 0.668094 0.592978 1.61 -1.95 -1.29
```
Forces are in eV/Å.

Values from the calculation:
E_LUMO (spin up / spin down) in eV: -0.63 / -0.38
Orbital gap (spin up / spin down) in eV: 7.27 / 7.04
Total charge: 0
SMILES: C/C=C1N=C\1C
HOMO (spin up / spin down) in Ha: -0.2902 / -0.2729

=====

Below is a structure of composition C11H30O2P2Tm, with properties calculated with ωB97M-V with the def2-TZVPD basis set.

```
46
Properties=species:S:1:pos:R:3:forces:R:3
Tm -0.119046 0.063367 0.564384 2.75 -1.09 -0.12
H -0.540913 1.713320 -1.080523 -0.07 -0.27 -0.20
H 1.528305 -0.366140 -0.650882 -0.66 2.35 -1.22
P -1.944009 1.969478 -0.946513 -0.76 0.01 0.44
P 1.892446 -1.878413 -0.342366 -1.05 -1.33 2.01
C 1.964497 -3.193872 0.909846 0.83 -1.47 0.23
H 2.674537 -3.972940 0.583177 -0.07 -0.03 0.25
H 2.314566 -2.831072 1.882652 -0.15 0.16 -0.21
H 0.993902 -3.684459 1.047719 0.09 0.32 -0.12
C 1.620530 -2.900975 -1.826175 -0.31 0.19 -0.37
H 1.706883 -2.308398 -2.745703 -0.05 -0.15 0.20
H 2.394652 -3.685883 -1.831568 -0.23 0.34 0.02
H 0.634796 -3.388287 -1.803002 0.30 0.25 0.05
C 3.657232 -1.485979 -0.488314 -0.17 0.19 -0.04
H 4.042768 -1.066987 0.446682 -0.04 -0.03 -0.19
H 4.158773 -2.429526 -0.711649 0.17 0.17 0.04
H 3.787641 -0.771933 -1.306550 0.16 -0.11 0.16
C -2.939388 1.184840 -2.194258 0.03 -0.52 -0.54
H -3.867440 1.745971 -2.397897 0.46 -0.06 0.29
H -2.344949 1.147741 -3.113779 -0.16 -0.07 0.04
H -3.173312 0.162142 -1.888200 0.12 0.10 -0.06
C -2.587446 1.583408 0.695768 -0.26 0.14 0.46
H -1.965424 2.020876 1.495722 -0.12 -0.09 -0.24
H -3.606337 1.999933 0.801898 0.41 -0.06 -0.19
H -2.696736 0.492472 0.823578 0.13 0.23 -0.12
C -2.101978 3.710620 -1.242157 0.24 0.34 -0.01
H -1.506090 3.957652 -2.132001 -0.31 0.09 0.17
H -3.175318 3.841842 -1.432870 0.33 0.39 0.06
H -1.753860 4.308635 -0.391389 -0.16 -0.10 -0.23
C -1.185975 -1.453249 2.261701 -1.26 -1.62 3.04
O -1.718827 -1.951069 3.159028 1.61 1.52 -3.02
H -1.367832 -0.933487 -0.311139 -2.05 -0.72 -1.44
C 0.362128 2.489620 4.005239 0.01 0.08 0.54
C 1.336638 1.868337 3.020474 -0.38 -0.29 -0.23
C 2.081540 2.963204 2.276544 0.28 0.32 -0.13
C 2.345537 0.957201 3.698763 0.13 -0.21 0.35
O 0.585148 1.057120 2.112417 0.69 1.41 0.74
H 0.893779 3.083008 4.759782 -0.09 -0.12 -0.11
H -0.193336 1.702819 4.525887 0.00 0.12 -0.06
H -0.346846 3.167985 3.511151 0.13 -0.21 -0.04
H 2.692167 3.547694 2.990015 -0.28 -0.20 -0.36
H 2.755548 2.527990 1.529518 -0.11 0.08 0.08
H 1.390515 3.652768 1.771005 0.11 -0.14 0.10
H 1.818625 0.132954 4.188525 0.11 0.06 0.03
H 3.041893 0.530631 2.966662 -0.18 0.09 0.02
H 2.945216 1.489984 4.446211 -0.17 -0.06 -0.09
```
Forces are in eV/Å.

Values from the calculation:
E_LUMO (spin up / spin down) in eV: -3.04 / -3.03
Orbital gap (spin up / spin down) in eV: 5.55 / 5.57
Multiplicity: 3
Expectation value of S²: 2.007
Total charge: +1
HOMO (spin up / spin down) in Ha: -0.3159 / -0.3162

=====

The following relative energy (zero: lowest compared OMol25 entry of this formula, charge and spin) values (in kcal per mole) correspond, in order, to the records above: 69.0 23.0 96.6 8.0 150.5 0.0.